(1)
H14NaO8 as an isolated structure, computed with ωB97M-V with the def2-TZVPD basis set.

The relative energy (zero: lowest compared OMol25 entry of this formula, charge and spin) is 31.2 kJ/mol. Its spin multiplicity is 1. The value obtained for the lowest unoccupied orbital energy is 2.2 eV. The gap between HOMO and LUMO is 6.640 eV. For the highest occupied orbital energy, the calculation gives -4.5 eV. The total charge is -1.

Last column: Mulliken charge in e.
Positions of all 23 atoms, in Å:
Na (0.1059, 0.1670, -0.1221)  0.790
O (-1.4446, 2.7294, 1.2451)  -0.696
O (0.5165, 2.4111, -0.5897)  -1.186
O (0.0786, -1.3477, 2.3084)  -0.676
O (0.9205, -1.1350, -2.1671)  -0.595
O (-2.3336, -0.6900, -0.0058)  -0.572
O (1.0490, -2.7691, 0.0478)  -0.635
O (1.9597, 0.1362, 1.4399)  -0.982
O (-1.2598, 2.2140, -2.6330)  -0.684
H (0.9926, -1.8306, -1.4873)  0.411
H (0.5483, 3.2838, -0.9824)  0.158
H (-0.6572, 2.1003, -3.3716)  0.263
H (0.3978, -1.7757, 3.1083)  0.237
H (0.8918, -0.8317, 1.9306)  0.337
H (2.2958, 0.0332, 2.3334)  0.105
H (-0.7350, 2.6113, 0.5447)  0.449
H (-1.0063, 2.4829, 2.0643)  0.288
H (1.4898, -1.4319, -2.8797)  0.272
H (-2.5813, -1.2249, 0.7562)  0.294
H (1.1511, -3.7231, 0.1090)  0.258
H (-2.5333, -1.2373, -0.7732)  0.301
H (0.8035, -2.4771, 0.9516)  0.406
H (-0.6497, 2.3052, -1.8276)  0.456

(2)
A 2-piece molecular cluster, C2HBrCl2F2 overall, computed with ωB97M-V with the def2-TZVPD basis set.

The relative energy (zero: lowest compared OMol25 entry of this formula, charge and spin) is 346.1 kJ/mol. Its spin multiplicity is 1. The value obtained for the lowest unoccupied orbital energy (alpha / beta) is -1.0 / -1.0 eV. The gap between HOMO and LUMO (alpha / beta) is 9.117 / 9.117 eV. For the highest occupied orbital energy (alpha / beta), the calculation gives -10.1 / -10.1 eV.

Last column: Mulliken charge in e.
Positions of all 8 atoms, in Å:
Br (-1.4219, -2.0162, -0.0029)  -0.033
Cl (1.3517, 1.8140, -0.1750)  -0.141
Cl (-0.3205, -0.1642, -2.1323)  -0.054
F (-1.1463, 1.3279, 0.6103)  -0.168
F (0.3711, 0.3713, 1.7473)  -0.184
C (-0.1788, -0.5215, -0.4926)  -0.245
C (-0.0022, 0.6685, 0.4669)  0.560
H (1.3468, -1.4798, -0.0217)  0.265